1.
{"formula": "C40H39N6OPRbSSe3", "method": "ωB97M-V/def2-TZVPD", "energy_ev": -269925.39930, "orbital_gap_ev": 5.76, "homo_energy_ev": -4.1, "total_charge": -1, "symbols": ["H", "C", "C", "Se", "H", "C", "C", "C", "C", "C", "H", "C", "H", "C", "H", "H", "H", "H", "C", "H", "H", "C", "H", "C", "H", "C", "C", "H", "C", "C", "C", "H", "C", "C", "H", "H", "C", "H", "H", "N", "H", "C", "Rb", "C", "H", "C", "S", "N", "H", "C", "C", "H", "C", "C", "N", "H", "N", "C", "C", "C", "H", "H", "H", "N", "H", "H", "H", "P", "H", "O", "N", "H", "H", "C", "H", "C", "C", "C", "C", "H", "C", "C", "Se", "H", "H", "Se", "H", "C", "C", "C", "H", "H"], "positions_angstrom": [[7.9464, 1.9944, 3.0300], [4.2044, 0.0892, -3.0692], [-2.1465, 4.2854, -3.6306], [-2.2830, -1.7656, -1.7054], [-1.7635, 5.2023, -4.0537], [-2.7515, -3.2956, -2.7557], [-5.2014, -3.0545, -2.1680], [6.1183, 2.8417, 2.3036], [-1.7427, -4.0276, -3.4532], [-1.5137, 2.1702, 4.8752], [-0.2576, -2.4774, -3.7170], [-3.7797, -6.7413, -5.1616], [1.2849, -0.2563, 2.8739], [-2.1672, -1.8600, 3.1065], [0.7173, -3.5060, 5.4350], [-2.8910, -7.1545, -5.6538], [-0.2491, 1.1664, 6.3003], [7.9547, 0.1635, 1.3336], [-3.5794, 1.6055, 6.6330], [-2.0970, 0.6578, 7.8464], [-1.2556, -5.6934, -4.6926], [-0.3872, 3.0760, 2.8103], [6.0796, 3.6301, 3.0537], [4.4884, 1.1752, -2.2524], [0.4413, 1.9533, 4.3336], [7.1639, 0.9034, 1.3465], [-2.2870, 1.2017, 6.9320], [-1.5281, -2.7830, 4.9073], [5.1141, 1.7363, 0.4258], [-3.3887, -5.5675, -4.3491], [-2.0656, -5.1514, -4.2007], [-4.2018, -7.5506, -4.5670], [-0.3493, -3.5260, -3.4014], [-1.7946, -0.9639, 2.1093], [0.0410, -3.5506, -2.3634], [0.2925, -4.1525, -4.0242], [-4.3632, -4.8576, -3.6522], [-4.4902, -6.5179, -5.9619], [-5.3974, -5.1512, -3.7300], [0.8174, 2.9340, 2.1769], [-4.3678, 1.4139, 7.3422], [0.3033, -0.6985, 2.9774], [0.1137, 0.3185, -1.1271], [0.9312, -1.4560, 5.3195], [-4.8590, 2.5723, 5.1656], [-2.8267, 2.5825, 4.5690], [-1.5897, 4.0242, 2.1419], [-0.4135, 2.4447, 4.0458], [-5.7419, -3.7972, -1.5422], [5.4319, 1.1143, -4.8638], [4.6813, 0.0560, -4.3714], [-3.1656, -2.3170, 3.0751], [-3.0107, 1.9103, -2.5785], [-3.8732, 2.5945, -3.4106], [-0.5793, -0.4635, 2.0081], [1.7706, -2.7872, 6.6358], [1.0487, -2.6779, 5.9222], [7.1542, 1.9151, 2.3020], [-1.2471, 1.4959, 6.0818], [-3.4312, 3.8035, -3.9694], [-5.9329, -2.6843, -2.9229], [5.4683, 3.0792, -2.1016], [0.8761, 3.2954, 1.2206], [-1.7894, 2.3502, -2.2774], [5.8047, 1.0463, -5.8877], [-4.8545, -2.2184, -1.5595], [6.1918, 0.0441, -0.3545], [3.6737, 1.3714, -0.6324], [-3.2928, 0.9437, -2.1504], [1.4799, -0.4506, 5.7328], [-4.9213, 5.0006, -5.7299], [-4.8666, 2.2216, -3.6271], [-2.4789, -0.7115, 1.3093], [-1.2529, -2.1189, 4.1186], [-3.0043, 3.0824, 3.6220], [-4.2347, 4.4811, -4.9328], [5.7561, 2.1748, -4.0338], [5.2688, 2.2308, -2.7379], [-3.8496, 2.2894, 5.4633], [1.3482, 2.0898, 2.3172], [-4.0892, -3.7429, -2.8758], [-1.3622, 3.5219, -2.7717], [2.9354, -0.5896, 0.2034], [4.2838, 3.4728, 1.3275], [-0.3541, 3.8386, -2.5195], [2.4300, 3.1743, -0.9298], [6.3568, 2.9925, -4.4392], [5.0861, 2.7478, 1.3586], [6.1700, 0.8277, 0.3896], [-0.0053, -1.4589, 4.1166], [4.4426, -0.7761, -5.0263], [3.6551, -0.7554, -2.6626]], "atomic_forces_ev_per_a": [[0.1, -0.1, 0.1], [0.2, -0.2, 0.2], [-0.5, -0.4, -0.1], [-0.2, -0.1, 0.0], [-0.1, 0.0, 0.0], [0.0, -0.5, -0.5], [-1.2, -0.2, -0.2], [-0.2, 0.0, -0.1], [-0.9, 0.9, 0.5], [-0.5, 0.4, 0.3], [-0.2, -0.3, 0.0], [0.5, -0.8, -0.8], [0.1, 0.0, -0.1], [-0.1, 0.0, 0.1], [0.3, 0.4, 0.3], [-0.1, 0.0, 0.0], [0.4, -0.1, 0.1], [0.1, 0.1, 0.0], [-0.3, 0.1, 0.3], [0.1, 0.0, 0.1], [-0.2, 0.1, 0.0], [0.7, -0.3, 0.5], [0.1, -0.1, -0.2], [-0.3, 0.0, -0.2], [-0.5, 0.4, -0.3], [0.3, 0.0, -0.2], [-0.2, 0.1, 0.1], [-0.1, -0.3, 0.6], [-0.3, -0.3, -0.2], [-0.1, 0.6, 0.8], [-0.2, 0.0, -0.2], [-0.1, 0.0, 0.1], [1.0, -0.1, 0.4], [-0.3, -0.6, -0.2], [-0.2, 0.0, -0.5], [0.1, 0.1, 0.0], [0.2, 0.1, -0.2], [-0.1, 0.2, 0.1], [-0.3, -0.2, -0.1], [-0.7, 0.2, -0.2], [-0.2, -0.1, 0.1], [-0.5, -0.2, 0.8], [-0.2, 0.1, 0.1], [-0.5, -0.4, -0.6], [0.1, 0.0, 0.3], [0.5, -0.5, 0.1], [0.4, 0.0, -0.2], [0.3, -0.1, -0.8], [0.2, 0.5, -0.2], [0.1, -0.6, -0.2], [-0.1, 0.1, -0.3], [0.6, 0.2, 0.1], [0.2, -0.2, 0.3], [-0.1, 0.8, -0.4], [0.8, 0.5, -0.1], [-0.5, 0.1, -0.4], [0.3, -0.2, 0.2], [-0.4, 0.2, -0.1], [-0.3, 0.2, -0.9], [1.0, -0.5, 0.6], [0.3, -0.1, 0.5], [0.0, 0.1, 0.0], [0.0, -0.2, 0.5], [0.4, 0.3, 0.0], [-0.1, 0.2, 0.3], [-0.1, -0.2, -0.1], [-0.1, -0.1, 0.0], [-0.1, -0.2, 0.3], [0.1, 0.2, -0.2], [0.0, -0.2, -0.3], [1.7, -1.2, 1.9], [0.1, -0.1, 0.0], [-0.1, 0.0, 0.0], [0.4, 0.7, -0.4], [-0.1, -0.2, 0.5], [-2.0, 1.5, -2.1], [0.1, 0.6, -0.2], [-0.1, -0.5, -0.1], [0.2, 0.0, -0.6], [0.1, -0.1, 0.1], [1.2, 0.2, 0.2], [-0.7, -0.3, -0.3], [0.5, 1.3, -0.6], [-0.1, 0.0, 0.1], [-0.1, -0.1, 0.1], [0.2, -0.9, 0.3], [-0.1, -0.2, 0.2], [0.6, 0.2, 0.4], [0.0, 0.1, 0.4], [-0.3, 0.2, -0.2], [0.0, 0.0, 0.1], [-0.1, 0.2, 0.0]]}

2.
{"formula": "C4H2BeLiO2", "method": "ωB97M-V/def2-TZVPD", "energy_ev": -8875.82477, "s_squared": 0.7521, "orbital_gap_ev": [6.30, 6.61], "homo_energy_ev": [-7.0, -7.3], "spin_multiplicity": 2, "symbols": ["Li", "H", "H", "C", "Be", "O", "O", "C", "C", "C"], "positions_angstrom": [[0.7682, 1.3213, -1.3692], [0.4746, -1.1657, 1.5668], [-1.1395, 2.2768, 0.2176], [-0.5280, 0.5865, 1.0170], [-1.7271, -0.0602, 1.5192], [0.1287, -2.2536, -1.9754], [-0.4202, 1.6538, 0.0985], [0.4721, -0.3085, 0.8839], [1.0829, -0.5748, -0.5398], [0.8883, -1.4755, -1.4187]], "atomic_forces_ev_per_a": [[0.0, -0.5, 0.3], [0.2, 0.2, 0.0], [-0.1, 0.0, 0.2], [5.5, 3.5, -1.8], [-4.9, -2.7, 2.6], [2.7, 0.8, -0.6], [-0.2, 0.4, -0.7], [0.1, -2.7, -3.7], [1.1, 2.3, 2.0], [-4.4, -1.2, 1.8]]}

Largest force on an atom, respectively: 3.22 6.74 eV/A.